1.
Molecular formula: C32H25ClN5O2OsPS3
Method: DFT, ωB97M-V/def2-TZVPD

XYZ file:
```
70
Properties=species:S:1:pos:R:3:forces:R:3:lowdin_spin:R:1
Os 0.001 0.672 -0.284 -0.43 0.35 -1.87 2.59
N -1.849 2.622 3.152 0.06 0.04 -0.12 0.00
C -1.442 1.823 2.169 -0.05 -0.06 0.47 0.03
S -0.216 2.510 1.069 -0.49 -0.50 0.06 0.27
N -1.939 0.618 2.083 0.32 -0.02 -0.40 0.02
N -1.394 -0.085 1.051 -0.43 0.09 0.42 0.04
C -1.800 -1.284 0.819 0.15 -0.19 -0.17 0.08
C -1.173 -2.006 -0.286 -0.13 0.00 0.25 0.01
C -1.570 -3.281 -0.638 0.04 0.04 0.03 0.01
C -0.926 -3.919 -1.691 -0.01 -0.03 -0.03 0.01
C 0.097 -3.262 -2.351 -0.04 -0.01 0.05 0.01
C 0.445 -1.983 -1.951 0.13 0.23 -0.02 0.02
N -0.170 -1.356 -0.943 -0.47 -0.05 0.41 0.06
H -1.531 3.572 3.221 0.00 0.05 0.04 0.00
H -2.550 2.293 3.798 -0.02 -0.01 0.01 0.00
H -2.571 -1.731 1.435 0.00 0.01 0.01 0.00
H -2.368 -3.764 -0.091 0.00 0.01 -0.01 0.00
H -1.222 -4.917 -1.986 0.01 0.00 0.00 0.00
H 0.631 -3.725 -3.167 0.01 0.03 0.00 0.00
H 1.247 -1.443 -2.432 -0.01 0.01 -0.09 0.00
Cl 1.901 -0.640 1.868 0.02 -0.04 0.00 0.07
C 2.834 0.832 2.037 -0.01 -0.02 0.00 0.00
C 3.364 1.114 3.280 0.01 0.02 0.02 0.00
C 4.114 2.272 3.441 -0.01 -0.02 0.02 0.00
C 4.324 3.122 2.368 0.00 -0.01 -0.01 0.00
C 3.786 2.821 1.124 0.02 0.05 -0.08 0.00
C 3.028 1.666 0.936 -0.05 -0.17 0.05 0.01
P 2.301 1.283 -0.688 1.14 0.82 0.09 0.09
C 2.543 2.772 -1.684 -0.73 0.36 0.06 0.02
C 1.605 3.817 -1.624 0.30 -0.02 -0.09 0.01
C 1.803 4.989 -2.351 -0.30 -0.45 0.36 0.00
C 2.919 5.117 -3.154 0.46 -0.29 -0.16 0.00
C 3.855 4.083 -3.220 -0.19 0.03 0.14 0.00
C 3.669 2.914 -2.486 0.23 0.25 -0.25 0.00
C 3.344 0.018 -1.442 -0.25 -0.18 -0.07 0.02
C 4.298 -0.694 -0.721 0.00 -0.10 0.16 0.01
C 5.073 -1.652 -1.361 0.00 0.07 0.06 0.00
C 4.907 -1.894 -2.717 -0.02 0.01 -0.03 0.01
C 3.965 -1.174 -3.445 0.03 0.00 0.00 0.00
C 3.186 -0.222 -2.810 -0.01 0.05 -0.12 0.01
H 3.197 0.437 4.106 0.00 0.00 0.00 0.00
H 4.535 2.502 4.410 -0.01 0.00 0.00 0.00
H 4.909 4.023 2.494 0.00 -0.01 -0.01 0.00
H 3.958 3.493 0.294 -0.02 0.00 -0.02 0.00
H 0.719 3.726 -1.008 -0.03 0.01 -0.11 0.00
H 1.070 5.782 -2.300 0.00 -0.01 0.01 0.00
H 3.069 6.015 -3.739 0.01 -0.01 0.01 0.00
H 4.733 4.188 -3.843 -0.03 -0.02 0.01 0.00
H 4.408 2.128 -2.546 0.03 0.00 -0.02 0.00
H 4.453 -0.503 0.332 -0.01 0.00 0.01 0.00
H 5.818 -2.199 -0.800 0.00 0.02 0.00 0.00
H 5.525 -2.631 -3.212 -0.01 0.00 0.00 0.00
H 3.851 -1.340 -4.508 -0.03 0.04 0.01 0.00
H 2.483 0.359 -3.392 -0.10 0.02 -0.08 0.00
O 0.759 2.938 -5.817 0.08 0.02 -0.16 0.00
S 0.446 1.622 -5.381 -0.30 0.16 0.57 0.00
O 1.373 0.543 -5.535 0.19 -0.12 -0.08 0.01
N 0.082 1.701 -3.719 -0.18 -0.38 0.11 0.07
C -1.132 1.328 -3.517 0.48 0.05 -0.28 0.05
S -1.829 1.349 -1.919 0.59 -0.12 0.88 0.41
C -1.939 0.951 -4.707 0.14 0.10 0.05 0.01
C -3.242 0.493 -4.788 -0.01 0.06 0.00 0.00
C -3.754 0.212 -6.050 0.02 0.01 -0.05 0.00
C -2.982 0.390 -7.193 -0.05 -0.01 -0.01 0.00
C -1.668 0.844 -7.114 -0.01 0.06 0.05 0.00
C -1.177 1.115 -5.856 -0.04 -0.16 -0.12 0.00
H -3.851 0.372 -3.902 0.01 -0.01 0.01 0.00
H -4.772 -0.142 -6.147 0.00 0.01 0.00 0.00
H -3.410 0.175 -8.163 0.00 -0.01 0.01 0.00
H -1.067 0.986 -8.002 0.00 -0.02 0.02 0.00
```
Positions in Å, forces in eV/Å.

## Properties
* E_LUMO (alpha / beta): -6.9 / -9.0 eV
* DFT total energy: -3744.9137 hartree
* net charge: +2
* multiplicity: 5
* orbital gap (alpha / beta): 6.92 / 5.11 eV


2.
Molecular formula: C38H33Cl2HgN9
Method: DFT, ωB97M-V/def2-TZVPD

XYZ file:
```
83
Properties=species:S:1:pos:R:3:forces:R:3:lowdin_spin:R:1
Hg -0.105 0.349 -0.084 1.36 -0.56 0.19 0.01
C 4.208 -5.478 -1.313 -0.15 0.10 0.06 0.00
C 3.599 -4.176 -0.858 0.05 -0.12 -0.04 0.00
C 4.119 -3.439 0.200 0.01 0.00 -0.09 0.00
C 3.561 -2.234 0.564 -0.16 -0.04 0.03 0.00
C 2.464 -1.646 -0.104 -0.09 0.04 -0.03 0.00
N 2.015 -0.382 0.254 0.01 0.11 0.03 0.00
C 2.976 0.534 0.651 -0.06 -0.07 0.08 0.00
C 4.298 0.493 0.148 -0.14 0.12 -0.07 0.00
C 5.300 1.331 0.583 0.01 0.00 0.10 0.00
C 5.063 2.299 1.555 0.09 0.08 0.05 0.00
C 6.149 3.210 2.066 -0.11 -0.04 -0.04 0.00
C 3.759 2.435 1.990 -0.03 -0.02 -0.06 0.00
C 2.733 1.603 1.551 0.22 -0.09 -0.25 0.00
N 1.422 1.979 1.973 -0.08 -0.12 0.17 0.00
C 1.009 2.284 3.221 -0.14 -0.06 0.08 0.00
C -0.206 2.922 3.106 0.01 0.05 0.05 0.00
C -0.450 2.970 1.726 0.22 -0.01 0.00 0.00
N 0.541 2.405 1.049 0.11 0.76 0.22 0.00
C 1.874 -2.473 -1.095 0.22 0.05 0.20 0.00
C 2.452 -3.688 -1.455 -0.02 0.05 0.06 0.00
N 0.641 -2.171 -1.746 0.16 0.14 -0.23 0.00
C 0.323 -2.406 -3.038 -0.13 0.11 -0.13 0.00
C -1.036 -2.225 -3.162 0.00 -0.06 -0.06 0.00
C -1.467 -1.884 -1.872 0.21 -0.12 0.00 0.00
N -0.445 -1.856 -1.028 -0.43 -0.59 -0.03 0.00
H 5.137 -5.678 -0.780 0.02 -0.03 -0.03 0.00
H 4.419 -5.448 -2.384 0.06 -0.07 0.01 0.00
H 3.523 -6.310 -1.132 0.05 -0.05 -0.02 0.00
H 4.978 -3.817 0.744 -0.01 0.01 0.03 0.00
H 3.983 -1.701 1.404 0.01 0.05 -0.02 0.00
H 4.517 -0.217 -0.636 0.01 -0.07 0.01 0.00
H 6.294 1.238 0.157 -0.01 -0.01 -0.03 0.00
H 7.106 2.962 1.607 0.02 0.03 0.02 0.00
H 6.258 3.124 3.150 0.05 0.01 0.00 0.00
H 5.923 4.254 1.840 0.05 0.01 0.01 0.00
H 3.506 3.233 2.681 -0.05 0.00 -0.03 0.00
H 1.589 2.002 4.084 0.04 0.02 -0.02 0.00
H -0.840 3.293 3.892 0.03 -0.06 0.05 0.00
H -1.290 3.386 1.191 -0.06 -0.11 -0.01 0.00
H 1.968 -4.279 -2.225 -0.06 0.02 0.02 0.00
H 1.074 -2.644 -3.770 0.05 0.00 0.04 0.00
H -1.633 -2.301 -4.054 0.05 -0.01 -0.03 0.00
H -2.462 -1.665 -1.518 0.02 0.16 0.00 0.00
C 3.595 1.242 -4.277 0.12 0.01 -0.01 0.00
C 3.484 1.983 -3.108 0.02 -0.05 -0.02 0.00
C 2.273 2.065 -2.442 -0.06 -0.03 0.01 0.00
C 1.135 1.402 -2.923 0.04 0.08 -0.02 0.01
C 1.244 0.726 -4.147 -0.02 0.01 0.01 0.00
C 2.463 0.628 -4.798 -0.03 0.02 -0.05 0.00
N -0.003 1.351 -2.133 -0.45 0.22 -0.40 0.07
C -1.177 1.906 -2.482 0.24 -0.01 0.12 0.06
C -1.351 2.715 -3.629 -0.11 -0.01 -0.02 0.02
C -2.546 3.353 -3.890 -0.02 -0.03 0.03 0.09
C -3.635 3.220 -3.023 -0.10 0.10 -0.10 0.01
C -3.520 2.439 -1.893 0.09 -0.14 0.10 0.08
C -2.323 1.766 -1.589 -0.03 0.24 -0.42 -0.01
N -2.134 1.026 -0.471 -0.83 0.06 0.44 0.31
N -3.114 0.901 0.424 -0.04 0.17 -0.42 0.11
C -2.754 0.308 1.577 0.50 -0.13 0.26 0.05
C -3.762 0.129 2.571 -0.07 0.00 -0.03 0.03
C -3.440 -0.384 3.795 0.12 -0.01 -0.10 0.02
C -2.106 -0.747 4.064 -0.01 -0.10 0.11 0.06
C -1.186 -0.582 3.053 0.13 -0.08 -0.04 0.00
N -1.470 -0.090 1.850 -0.83 0.20 0.04 0.06
H 4.551 1.142 -4.777 -0.01 0.03 -0.01 0.00
H 4.351 2.489 -2.699 0.02 -0.01 0.01 0.00
H 2.181 2.639 -1.527 0.00 -0.08 0.07 0.00
H 0.359 0.259 -4.561 -0.01 -0.09 0.05 0.00
H 2.539 0.057 -5.718 -0.04 0.03 -0.01 0.00
H -0.504 2.850 -4.290 -0.02 0.01 -0.01 0.00
H -2.635 3.980 -4.771 0.01 0.00 -0.01 0.01
H -4.561 3.745 -3.228 -0.01 -0.03 -0.01 0.00
H -4.343 2.332 -1.199 0.01 -0.01 0.00 0.01
H -4.772 0.419 2.315 0.00 0.03 0.01 0.00
H -4.199 -0.513 4.557 -0.04 0.02 -0.03 0.00
H -1.809 -1.154 5.022 0.04 0.02 -0.01 0.00
H -0.145 -0.866 3.199 -0.02 0.01 0.03 0.00
Cl 0.274 -3.913 1.279 -0.10 -0.11 0.30 0.00
C -0.469 -4.020 2.882 0.02 -0.04 -0.32 0.00
Cl 0.724 -3.779 4.167 0.03 0.04 0.15 0.00
H -0.894 -5.010 3.002 0.00 0.01 0.01 0.00
H -1.222 -3.244 2.965 0.03 0.02 0.02 0.00
```
Positions in Å, forces in eV/Å.

## Properties
* E_LUMO (alpha / beta): 2.5 / 2.5 eV
* DFT total energy: -3034.4669 hartree
* net charge: -1
* multiplicity: 2
* orbital gap (alpha / beta): 5.32 / 6.05 eV


3.
Molecular formula: C2H8N2O2S
Method: DFT, ωB97M-V/def2-TZVPD

XYZ file:
```
15
Properties=species:S:1:pos:R:3:forces:R:3:lowdin_charge:R:1
C 1.458 -1.055 0.643 4.16 0.27 -3.38 -0.12
N 0.952 -0.052 -0.330 -1.71 1.33 1.67 -0.19
N 1.576 1.233 -0.075 -2.40 0.33 -1.66 -0.02
S -1.021 0.264 0.315 0.01 0.85 -1.34 0.75
C -1.942 -0.050 -1.260 2.72 2.14 0.49 -0.10
O -1.422 -0.736 1.277 0.35 -0.06 -0.18 -0.34
O -1.191 1.680 0.644 0.75 -1.02 -0.17 -0.36
H 0.630 -1.406 1.089 -2.39 -1.98 2.05 -0.01
H 2.014 -1.823 -0.006 -1.12 0.65 1.04 0.11
H 2.263 -0.718 1.337 -0.94 0.27 -0.20 0.09
H 0.819 1.856 0.287 0.66 -0.11 -0.68 0.06
H 2.160 1.118 0.685 1.59 -0.26 1.98 0.02
H -1.238 -0.638 -1.794 0.32 -0.51 -0.87 0.04
H -2.797 -0.531 -1.042 -2.75 -2.14 1.10 0.01
H -2.261 0.859 -1.769 0.76 0.22 0.14 0.07
```
Positions in Å, forces in eV/Å.

## Properties
* E_LUMO: 0.4 eV
* DFT total energy: -739.0521 hartree
* SMILES string: CN(N)S(C)(=O)=O
* net charge: 0
* multiplicity: 1
* orbital gap: 9.33 eV


4.
Molecular formula: C25H25ClN2O6TeV
Method: DFT, ωB97M-V/def2-TZVPD

XYZ file:
```
61
Properties=species:S:1:pos:R:3:forces:R:3:lowdin_spin:R:1
V -0.368 -0.035 -0.216 0.33 -0.09 -0.03 1.27
O -0.647 -4.007 -1.805 0.01 0.06 0.00 0.00
C -0.754 -2.951 -1.212 0.00 -0.13 -0.07 0.00
O -0.240 -1.811 -1.546 0.01 0.17 0.24 -0.02
C -1.576 -2.848 0.047 -0.04 -0.14 0.02 0.00
C -2.271 -3.873 0.664 0.05 0.04 -0.04 0.00
C -3.033 -3.560 1.782 -0.01 -0.01 0.02 0.01
C -3.121 -2.241 2.215 -0.01 0.01 -0.05 0.00
C -2.411 -1.282 1.519 -0.12 -0.04 0.13 0.00
N -1.633 -1.608 0.497 0.05 0.21 0.01 -0.01
C -2.495 0.211 1.725 -0.04 0.01 -0.03 0.00
O -3.089 0.688 2.665 -0.01 0.00 -0.01 0.00
O -1.918 0.856 0.753 -0.02 0.02 -0.02 -0.01
H -2.204 -4.871 0.256 0.00 -0.01 0.01 0.00
H -3.580 -4.337 2.299 0.00 0.00 0.00 0.00
H -3.735 -1.937 3.050 0.00 0.00 0.00 0.00
C -2.950 -0.209 -1.931 0.01 0.05 0.01 0.00
N -1.663 0.506 -1.953 -0.06 0.10 -0.02 -0.01
C -1.949 1.959 -1.940 0.05 -0.04 -0.03 0.00
C -0.954 0.184 -3.220 -0.06 -0.01 0.07 0.00
C 0.481 0.567 -3.059 -0.01 -0.01 -0.06 -0.01
C 1.233 1.016 -4.142 -0.02 -0.01 0.01 0.00
C 2.534 1.451 -3.960 0.02 0.00 0.03 0.00
C 3.066 1.473 -2.677 -0.01 0.00 -0.04 0.00
C 2.309 1.024 -1.606 0.00 -0.02 0.06 -0.01
C 1.021 0.524 -1.778 -0.17 0.01 -0.04 -0.10
H -3.552 0.088 -2.796 0.00 -0.01 0.00 0.00
H -3.488 0.047 -1.021 0.00 -0.01 -0.01 0.00
H -2.776 -1.281 -1.976 -0.01 0.00 0.00 0.00
H -2.588 2.207 -2.793 -0.02 0.01 0.02 0.00
H -1.015 2.510 -2.017 -0.01 0.01 -0.01 0.00
H -2.446 2.218 -1.010 0.01 0.02 0.00 0.00
H -1.429 0.730 -4.043 0.00 -0.02 -0.01 0.00
H -1.058 -0.883 -3.405 0.04 0.01 -0.01 0.00
H 0.784 1.042 -5.129 0.00 0.00 -0.01 0.00
H 3.118 1.800 -4.802 0.00 0.00 0.00 0.00
H 4.067 1.850 -2.508 0.00 0.00 0.00 0.00
H 2.737 1.086 -0.613 0.00 0.00 0.00 0.00
Cl 1.320 3.820 5.969 0.00 0.01 0.01 0.00
C 0.988 2.680 4.700 -0.01 0.00 -0.03 0.00
C 0.892 1.313 5.009 0.00 -0.01 0.01 0.00
C 0.632 0.390 4.034 0.00 0.03 -0.03 0.00
C 0.444 0.781 2.683 -0.04 -0.01 0.08 0.00
O 0.198 -0.128 1.798 0.04 -0.05 -0.12 0.00
C 0.548 2.162 2.392 0.01 0.06 -0.02 0.00
C 0.406 2.652 1.061 0.00 -0.10 0.02 0.00
O 0.189 1.987 0.045 -0.08 -0.02 -0.06 0.00
C 0.819 3.097 3.413 0.00 -0.02 0.03 0.00
H 1.023 0.996 6.036 0.00 0.01 0.00 0.00
H 0.545 -0.662 4.272 0.00 -0.01 0.00 0.00
H 0.520 3.737 0.923 0.01 0.00 0.02 0.00
H 0.888 4.149 3.165 0.00 0.00 -0.01 0.00
C 2.931 -2.168 -1.373 0.05 -0.02 0.04 -0.01
Te 1.777 -1.738 0.349 0.05 -0.06 -0.09 -0.10
C 3.339 -0.771 1.410 0.02 -0.02 0.00 -0.01
H 3.539 -1.306 -1.633 0.00 -0.01 -0.01 0.00
H 2.223 -2.381 -2.170 -0.01 0.00 0.00 0.00
H 3.550 -3.038 -1.166 0.01 0.00 -0.03 0.00
H 4.228 -1.387 1.290 0.02 0.03 0.04 0.00
H 3.070 -0.713 2.461 -0.04 -0.01 0.00 0.00
H 3.524 0.225 1.020 0.02 0.01 0.01 0.00
```
Positions in Å, forces in eV/Å.

## Properties
* E_LUMO (alpha / beta): -0.8 / -0.4 eV
* DFT total energy: -3200.9114 hartree
* net charge: 0
* multiplicity: 2
* orbital gap (alpha / beta): 7.26 / 7.63 eV


multiplicity of number 2 (C38H33Cl2HgN9)? 2


The lowest net charge belongs to which entry? C38H33Cl2HgN9